*a*
15
Properties=species:S:1:pos:R:3:lowdin_charge:R:1 method="wB97M-V/def2-TZVPD" e_homo_ev="-9.291 / -9.291" gap_ev="8.2 / 8.2"
C 1.034 -0.003 -0.064 -0.695
C -3.919 0.265 0.246 -0.291
C 3.395 -0.053 -0.008 -0.056
N -0.132 -0.724 -0.380 -0.276
N -2.766 -0.428 0.321 -0.354
N 2.137 -0.745 -0.236 0.021
O 1.049 1.182 0.313 -0.040
S -1.423 0.132 -0.358 1.076
H -4.649 -0.095 0.907 0.057
H -3.719 1.377 0.529 0.106
H -4.254 0.394 -0.803 0.089
H 3.920 -0.440 0.764 0.043
H 4.075 -0.119 -0.843 0.085
H 3.150 0.959 0.240 0.078
H 2.102 -1.701 -0.629 0.157



*b*
15
Properties=species:S:1:pos:R:3:lowdin_charge:R:1 method="wB97M-V/def2-TZVPD" e_homo_ev=-8.790 gap_ev=8.7
C -2.777 1.542 -1.454 -0.096
C 0.304 1.219 0.276 -0.154
C 0.755 -0.222 0.437 -0.786
H -3.384 1.956 -0.576 0.099
H -3.398 0.772 -1.951 0.085
H -2.483 2.328 -2.139 0.072
H -1.677 0.007 -0.547 0.121
H 0.988 1.913 0.714 0.080
H -0.080 -0.752 -1.400 0.147
H 1.321 -2.517 0.230 0.041
N -1.564 0.929 -0.970 -0.179
N -0.724 1.742 -0.348 0.025
N 0.266 -1.074 -0.502 -0.094
O 0.689 -2.371 -0.508 -0.040
S 1.729 -0.697 1.682 0.680



On energetic grounds, *a* is preferred over the next structure by 0.0187 hartree.